1.
The following is a DFT calculation (ωB97M-V/def2-TZVPD) of a structure of composition C43H38N7RuSe3.

LUMO level (spin up / spin down)	-0.77 / -0.78	eV
HOMO level (spin up / spin down)	-6.10 / -6.79	eV
expectation value of S²	0.88
total charge	0
E_tot	-254257.1133	eV
gap between HOMO and LUMO (spin up / spin down)	5.338 / 6.008	eV
multiplicity	2
ΔE to the lowest compared entry with this formula, charge and spin	116.4	kJ/mol

Each line ends with the Mulliken charge.
CARTESIAN COORDINATES (ANGSTROEM)
Ru  0.29  -0.57  0.43  1.019
Se  2.51  1.32  1.97  0.185
Se  2.29  -2.39  2.93  -0.110
C  0.72  -1.47  3.42  -0.303
C  0.35  -1.53  4.78  -0.785
C  -0.84  -1.00  5.21  -0.594
C  -1.68  -0.41  4.27  -1.327
C  -1.25  -0.35  2.97  -0.535
N  -0.06  -0.82  2.52  1.347
C  3.63  0.31  0.83  0.111
C  5.01  0.47  0.86  -0.966
C  5.78  -0.32  0.02  -0.294
C  5.15  -1.21  -0.84  -1.015
C  3.77  -1.28  -0.81  -0.289
N  3.02  -0.54  0.01  0.505
H  1.02  -2.04  5.46  0.486
H  -1.12  -1.05  6.26  0.400
H  -2.64  0.01  4.54  0.542
H  -1.87  0.12  2.23  0.747
H  5.46  1.20  1.52  0.460
H  6.86  -0.24  0.03  0.407
H  5.71  -1.86  -1.50  0.438
H  3.23  -1.96  -1.46  0.410
N  1.80  -1.61  -6.84  -0.493
C  1.51  -1.40  -5.75  -0.343
C  1.15  -1.11  -4.38  0.379
C  0.38  -1.99  -3.64  -1.160
C  0.06  -1.66  -2.33  -0.901
N  0.47  -0.53  -1.72  2.319
C  1.18  0.31  -2.47  -0.521
C  1.55  0.07  -3.78  -1.044
H  0.03  -2.92  -4.06  0.557
H  -0.54  -2.33  -1.74  0.389
H  1.48  1.24  -2.00  0.365
H  2.13  0.80  -4.32  0.585
C  -0.81  2.84  -0.31  -1.523
C  0.20  2.76  0.85  3.247
C  -0.59  2.75  2.16  -2.150
C  1.05  1.46  0.64  -1.300
C  1.13  3.98  0.78  -0.104
C  1.53  4.68  1.91  -0.217
C  2.45  5.73  1.84  -0.928
C  3.00  6.09  0.62  -0.477
C  2.61  5.41  -0.53  -1.051
C  1.69  4.37  -0.44  -0.272
H  -1.59  2.09  -0.16  -0.359
H  -0.34  2.65  -1.28  0.146
H  -1.28  3.83  -0.35  0.681
H  -1.44  2.09  2.06  0.128
H  -0.97  3.75  2.39  0.567
H  0.02  2.42  3.00  0.474
H  1.60  1.64  -0.27  0.902
H  1.13  4.42  2.88  0.383
H  2.73  6.25  2.74  0.395
H  3.72  6.90  0.56  0.399
H  3.02  5.68  -1.49  0.403
H  1.40  3.86  -1.35  0.216
C  -3.71  -2.28  1.22  -1.067
C  -2.36  -2.31  0.93  -0.280
N  -1.79  -1.39  0.17  0.572
C  -2.54  -0.41  -0.36  -0.237
C  -3.90  -0.27  -0.09  0.395
C  -4.47  -1.23  0.73  -0.974
C  -4.71  0.90  -0.48  -0.678
C  -4.54  1.88  -1.35  -0.845
C  -3.60  2.07  -2.48  1.139
C  -3.35  3.35  -2.95  -0.420
C  -2.48  3.48  -4.02  -0.314
N  -1.93  2.44  -4.63  -0.595
C  -2.27  1.25  -4.13  -0.222
N  -3.06  1.01  -3.08  -0.390
H  -4.15  -3.06  1.84  0.489
H  -1.71  -3.09  1.32  0.248
H  -2.03  0.28  -1.00  0.512
H  -5.52  -1.16  0.99  0.430
H  -5.60  1.01  0.14  0.312
H  -5.25  2.70  -1.26  0.375
H  -3.81  4.21  -2.48  0.421
H  -2.21  4.46  -4.41  0.421
H  -1.87  0.38  -4.63  0.533
Se  1.18  -3.11  0.39  -0.339
C  0.42  -4.84  0.74  0.473
C  0.13  -5.67  -0.35  -0.326
C  -0.32  -6.97  -0.15  -0.631
C  -0.47  -7.46  1.15  -0.533
C  -0.20  -6.64  2.23  -0.661
C  0.25  -5.33  2.03  -0.154
H  0.26  -5.29  -1.35  0.389
H  -0.54  -7.60  -1.00  0.380
H  -0.79  -8.48  1.31  0.359
H  -0.33  -7.01  3.24  0.392
H  0.47  -4.70  2.88  0.292

=====

2.
The following is a DFT calculation (ωB97M-V/def2-TZVPD) of a structure of composition C43H39CdCl2FN5O4.

LUMO level	2.30	eV
HOMO level	-5.08	eV
total charge	-1
E_tot	-93193.2987	eV
gap between HOMO and LUMO	7.379	eV
ΔE to the lowest compared entry with this formula, charge and spin	80.1	kJ/mol

Each line ends with the Mulliken charge.
CARTESIAN COORDINATES (ANGSTROEM)
Cd  -1.11  0.75  -1.10  2.072
N  -2.29  -0.58  -3.88  0.066
C  -1.97  -1.93  -3.96  0.567
C  -1.56  -2.47  -5.18  -0.708
C  -1.23  -3.81  -5.30  -0.412
C  -1.30  -4.63  -4.19  -1.009
C  -1.71  -4.09  -2.98  -0.539
C  -2.07  -2.75  -2.82  0.807
C  -2.53  -2.32  -1.45  0.360
C  -3.45  -3.19  -0.86  -0.575
C  -3.77  -3.12  0.49  -0.823
C  -3.13  -2.17  1.27  -0.977
C  -2.25  -1.27  0.66  -0.178
C  -1.96  -1.25  -0.71  -0.252
H  -2.09  -0.27  -2.94  -0.674
H  -1.84  0.01  -4.56  0.363
H  -1.51  -1.82  -6.04  0.394
H  -0.92  -4.20  -6.26  0.382
H  -1.03  -5.68  -4.25  0.394
H  -1.75  -4.72  -2.10  0.487
H  -3.91  -3.96  -1.47  0.458
H  -4.50  -3.79  0.91  0.356
H  -3.32  -2.10  2.33  0.443
H  -1.81  -0.52  1.31  0.080
C  -1.73  3.66  6.31  -1.646
C  -0.93  2.37  6.19  0.385
C  0.36  2.48  6.99  -1.050
C  1.23  1.25  6.81  -1.098
C  1.54  1.08  5.35  1.116
C  2.72  0.52  4.92  -0.949
C  2.96  0.36  3.56  0.057
F  4.13  -0.21  3.19  -0.380
C  2.05  0.74  2.62  -1.183
C  0.84  1.31  3.03  0.411
C  -0.15  1.68  2.00  0.631
O  0.19  1.68  0.81  -0.783
C  -1.45  2.03  2.50  0.380
C  -1.58  2.23  3.84  -0.261
N  -0.62  2.05  4.78  0.341
C  0.59  1.49  4.40  -0.374
C  -2.72  2.23  1.65  -0.550
O  -3.66  2.80  2.23  -0.856
O  -2.69  1.75  0.49  -0.676
H  -1.79  3.94  7.37  0.429
H  -2.75  3.57  5.94  0.489
H  -1.24  4.46  5.76  0.384
H  -1.52  1.54  6.60  0.123
H  0.09  2.63  8.04  0.403
H  0.90  3.37  6.66  0.336
H  0.70  0.37  7.19  0.327
H  2.15  1.34  7.39  0.425
H  3.47  0.20  5.64  0.468
H  2.22  0.60  1.56  0.802
H  -2.56  2.57  4.17  0.565
C  2.52  -0.65  -4.16  -1.240
C  3.00  0.59  -4.55  -0.613
C  2.37  1.74  -4.12  -0.818
C  1.25  1.64  -3.29  0.562
N  0.81  0.44  -2.90  0.452
C  1.41  -0.66  -3.33  -0.791
C  0.46  2.84  -2.83  1.991
C  0.87  4.12  -3.22  -0.729
C  0.12  5.23  -2.89  -0.797
C  -1.05  5.06  -2.15  -0.731
C  -1.45  3.80  -1.74  -0.057
C  -0.71  2.65  -2.06  -1.147
H  2.97  -1.58  -4.49  0.509
H  3.87  0.66  -5.20  0.402
H  2.74  2.70  -4.44  0.383
H  0.97  -1.60  -2.99  0.787
H  1.77  4.27  -3.80  0.261
H  0.44  6.21  -3.19  0.354
H  -1.65  5.93  -1.89  0.412
H  -2.34  3.69  -1.15  0.375
N  1.24  -1.19  0.13  -0.315
C  2.02  -1.91  -0.34  0.055
N  2.90  -2.72  -0.92  0.159
C  4.30  -2.28  -0.90  -0.673
C  4.98  -2.77  0.37  -0.447
O  4.85  -4.18  0.49  -0.431
C  3.48  -4.56  0.58  -0.481
C  2.73  -4.15  -0.68  -0.583
H  4.33  -1.19  -0.97  0.443
H  4.79  -2.70  -1.78  0.284
H  4.53  -2.27  1.25  0.278
H  6.04  -2.55  0.36  0.372
H  3.02  -4.09  1.46  0.281
H  3.47  -5.64  0.70  0.375
H  1.66  -4.36  -0.60  0.398
H  3.12  -4.69  -1.55  0.321
Cl  -4.42  1.36  -1.99  0.041
C  -4.83  1.52  -3.68  -0.371
Cl  -3.71  2.59  -4.57  -0.192
H  -5.82  1.97  -3.77  0.354
H  -4.78  0.55  -4.15  0.218

=====

3.
The following is a DFT calculation (ωB97M-V/def2-TZVPD) of a structure of composition C43H39CdFN11O5S.

LUMO level	-3.10	eV
HOMO level	-9.65	eV
total charge	+1
E_tot	-89965.5158	eV
gap between HOMO and LUMO	6.553	eV
ΔE to the lowest compared entry with this formula, charge and spin	27.1	kJ/mol

Each line ends with the Mulliken charge.
CARTESIAN COORDINATES (ANGSTROEM)
Cd  -0.12  0.51  3.04  5.499
O  3.52  2.40  3.31  -0.677
C  2.49  1.85  3.61  -0.639
N  1.22  2.18  3.20  -0.017
C  0.90  3.46  2.92  -0.289
O  1.55  4.47  3.14  -0.703
C  -0.52  3.64  2.38  0.086
C  -0.92  4.94  2.06  -0.835
C  -2.22  5.16  1.66  -0.300
C  -3.08  4.07  1.58  -1.365
C  -2.59  2.81  1.89  -0.327
N  -1.33  2.59  2.28  0.390
C  2.51  0.64  4.53  0.396
C  3.72  0.24  5.07  -0.746
C  3.74  -0.84  5.94  -0.413
C  2.54  -1.49  6.22  -0.806
C  1.39  -1.03  5.62  -0.245
N  1.36  0.02  4.80  0.366
H  -0.19  5.73  2.16  0.583
H  -2.57  6.16  1.43  0.437
H  -4.12  4.19  1.31  0.512
H  -3.23  1.94  1.84  0.477
H  4.61  0.79  4.80  0.524
H  4.67  -1.18  6.37  0.441
H  2.52  -2.35  6.88  0.409
H  0.43  -1.51  5.80  0.386
N  -3.01  -1.33  4.36  0.021
C  -2.54  -0.41  5.30  0.598
C  -2.98  -0.56  6.62  -0.966
C  -2.55  0.33  7.57  -0.428
C  -1.69  1.35  7.19  -1.059
C  -1.30  1.42  5.87  -0.599
N  -1.71  0.56  4.94  0.075
C  -2.99  -1.31  2.98  0.492
C  -3.79  -2.24  2.30  -0.935
C  -3.84  -2.22  0.93  -0.552
C  -3.10  -1.26  0.24  -1.495
C  -2.34  -0.39  0.99  -0.459
N  -2.26  -0.41  2.32  0.378
H  -3.57  -2.06  4.75  0.210
H  -3.67  -1.36  6.88  0.411
H  -2.89  0.24  8.59  0.429
H  -1.32  2.07  7.92  0.472
H  -0.61  2.18  5.53  0.288
H  -4.38  -2.96  2.86  0.414
H  -4.47  -2.92  0.40  0.435
H  -3.12  -1.20  -0.84  0.527
H  -1.75  0.38  0.51  0.752
F  -1.38  0.28  -3.97  -0.445
C  -0.32  -0.35  -3.39  0.127
C  -0.10  -0.12  -2.06  0.347
C  0.88  -0.81  -1.36  -0.570
C  1.03  -0.61  0.09  0.708
O  0.50  0.35  0.65  -0.941
C  1.81  -1.63  0.75  -0.182
C  2.55  -2.48  0.01  -0.376
N  2.58  -2.51  -1.36  0.206
C  3.41  -3.48  -2.02  -0.282
C  4.84  -3.58  -1.60  -0.926
C  4.50  -3.00  -2.94  -0.498
C  1.67  -1.75  -2.05  -0.225
C  1.49  -1.89  -3.44  -0.960
C  0.51  -1.21  -4.13  -0.649
N  0.43  -1.38  -5.54  0.275
C  0.49  -2.72  -6.10  -0.628
C  1.35  -2.67  -7.38  -0.778
N  1.31  -1.26  -7.88  -0.126
C  -0.09  -0.74  -7.83  -0.728
C  -0.44  -0.52  -6.34  -0.709
C  1.66  -1.87  2.26  -0.248
O  2.63  -2.29  2.87  -0.718
O  0.48  -1.64  2.68  -0.889
H  -0.72  0.59  -1.54  0.894
H  3.18  -3.21  0.51  0.725
H  2.89  -4.39  -2.29  0.420
H  5.29  -4.57  -1.56  0.255
H  5.19  -2.90  -0.84  0.335
H  4.70  -3.59  -3.82  0.312
H  4.62  -1.93  -3.07  0.250
H  2.17  -2.54  -3.97  0.853
H  -0.52  -3.09  -6.34  0.303
H  0.93  -3.41  -5.39  0.467
H  0.96  -3.32  -8.15  0.372
H  2.39  -2.92  -7.18  0.446
H  1.71  -1.19  -8.82  0.336
H  1.87  -0.69  -7.24  0.364
H  -0.73  -1.48  -8.30  0.327
H  -0.16  0.19  -8.39  0.404
H  -1.50  -0.73  -6.20  0.416
H  -0.25  0.51  -6.07  0.433
S  0.39  3.15  -0.94  -0.279
C  -0.68  3.33  -2.17  0.364
N  -2.01  3.66  -1.85  0.157
C  -2.97  3.85  -2.77  0.033
C  -2.67  3.72  -4.09  -0.949
C  -1.33  3.39  -4.39  0.049
N  -0.39  3.19  -3.50  -0.507
H  -2.19  3.78  -0.86  0.024
H  -3.95  4.10  -2.41  0.406
H  -3.40  3.88  -4.86  0.420
H  -1.02  3.29  -5.43  0.433

=====

4.
The following is a DFT calculation (ωB97M-V/def2-TZVPD) of a structure of composition C43H39ClN2O4P2SSiZr.

LUMO level	-6.40	eV
HOMO level	-13.59	eV
total charge	+2
E_tot	-107468.7779	eV
gap between HOMO and LUMO	7.188	eV
ΔE to the lowest compared entry with this formula, charge and spin	122.7	kJ/mol

Each line ends with the Mulliken charge.
CARTESIAN COORDINATES (ANGSTROEM)
Zr  -0.12  -1.30  -0.18  -0.987
C  -4.01  -1.11  -0.32  -1.417
Si  -2.43  -0.23  -0.98  2.530
C  -2.38  -0.14  -2.91  0.550
C  -3.51  0.19  -3.67  -0.771
C  -3.45  0.28  -5.05  -0.986
C  -2.26  0.04  -5.71  -0.941
C  -1.13  -0.29  -4.99  -0.699
C  -1.19  -0.37  -3.60  -0.302
P  0.32  -0.91  -2.71  2.137
C  0.92  -2.22  -3.81  1.079
C  2.22  -2.30  -4.30  -0.471
C  2.55  -3.30  -5.20  -0.754
C  1.60  -4.22  -5.60  -0.677
C  0.31  -4.17  -5.07  -0.910
C  -0.03  -3.18  -4.18  -0.471
C  1.62  0.36  -2.84  0.681
C  1.70  1.33  -3.83  -0.685
C  2.83  2.13  -3.91  -0.787
C  3.88  1.95  -3.02  -0.779
C  3.79  1.01  -2.01  -0.800
C  2.66  0.21  -1.91  -0.466
C  -2.49  1.67  -0.57  -0.040
C  -3.52  2.49  -0.99  -0.645
C  -3.48  3.86  -0.81  -0.947
C  -2.39  4.45  -0.18  -0.961
C  -1.36  3.65  0.28  -0.878
C  -1.41  2.27  0.09  0.828
P  -0.18  1.15  0.85  0.934
C  -1.15  0.81  2.37  0.957
C  -1.61  -0.49  2.55  0.668
C  -2.45  -0.82  3.61  -1.332
C  -2.84  0.17  4.50  -0.594
C  -2.39  1.47  4.32  -1.315
C  -1.56  1.80  3.27  -0.234
C  1.19  2.28  1.27  1.015
C  1.57  2.71  2.54  -0.057
C  2.64  3.57  2.68  -1.029
C  3.36  4.00  1.58  -0.918
C  2.99  3.57  0.31  -0.749
C  1.91  2.72  0.15  -0.670
H  -4.93  -0.73  -0.76  0.399
H  -4.11  -1.00  0.76  0.397
H  -3.96  -2.18  -0.54  0.393
H  -4.44  0.40  -3.17  0.387
H  -4.34  0.54  -5.61  0.458
H  -2.22  0.10  -6.79  0.474
H  -0.20  -0.50  -5.50  0.538
H  2.97  -1.57  -3.99  0.415
H  3.55  -3.35  -5.60  0.469
H  1.86  -4.98  -6.31  0.431
H  -0.42  -4.91  -5.36  0.477
H  -1.03  -3.13  -3.77  0.484
H  0.88  1.46  -4.52  0.496
H  2.90  2.88  -4.68  0.476
H  4.77  2.55  -3.11  0.501
H  4.61  0.89  -1.31  0.528
H  2.59  -0.55  -1.12  0.595
H  -4.38  2.06  -1.48  0.394
H  -4.29  4.48  -1.16  0.458
H  -2.34  5.51  -0.05  0.486
H  -0.50  4.10  0.76  0.472
H  -1.30  -1.28  1.85  0.010
H  -2.79  -1.83  3.73  0.605
H  -3.49  -0.07  5.33  0.477
H  -2.70  2.25  5.01  0.475
H  -1.24  2.82  3.13  0.587
H  1.01  2.41  3.41  0.036
H  2.92  3.92  3.67  0.499
H  4.20  4.67  1.70  0.428
H  3.55  3.90  -0.56  0.545
H  1.60  2.40  -0.83  0.656
O  0.96  -3.16  -0.77  -0.603
Cl  -0.31  -3.72  -0.41  2.028
O  -0.33  -5.09  -0.36  -0.609
O  -1.26  -3.13  -1.30  -0.497
O  -0.62  -3.10  0.87  -0.736
C  0.64  0.55  6.14  -1.319
C  0.96  -0.65  5.33  1.331
C  1.09  -1.91  5.85  -1.148
C  1.56  -2.94  5.00  0.608
N  1.75  -2.73  3.71  -0.439
C  1.57  -1.53  3.20  0.782
S  1.91  -1.18  1.58  -0.745
N  1.20  -0.48  4.01  0.353
C  1.88  -4.29  5.52  -1.244
H  0.63  0.30  7.19  0.445
H  -0.34  0.96  5.88  0.177
H  1.38  1.33  5.97  0.318
H  0.90  -2.10  6.89  0.474
H  1.15  0.44  3.58  -0.411
H  2.23  -4.26  6.54  0.411
H  2.63  -4.76  4.88  0.377
H  0.98  -4.92  5.49  0.295